[1]
Below is a 2-piece molecular cluster, C5H5NO2 overall at a distorted geometry, with properties calculated with the ωB97M-V functional and the def2-TZVPD basis.

XYZ file:
```
13
Properties=species:S:1:pos:R:3
C 0.24 2.34 0.32
C 0.33 1.16 0.18
N 0.40 -0.17 -0.01
C 1.42 -0.76 -0.84
C 1.41 -0.98 0.62
H 0.08 3.37 0.46
H 2.19 -0.12 -1.26
H 1.08 -1.54 -1.50
H 2.16 -0.50 1.23
H 1.05 -1.93 1.01
O -3.78 -1.29 0.39
C -3.45 -0.29 -0.07
O -3.12 0.70 -0.52
```

## Properties
LUMO level, eV: 0.71
Structure (SMILES): C#CN1CC1.O=C=O
Energy relative to the best compared isomer or geometry (same formula, charge and spin), kcal per mole: 67.8
Spin multiplicity: 1
Energy, Eh: -398.6705

***

[2]
Below is a single C5H5NO2 molecule at a distorted geometry, with properties calculated with the ωB97M-V functional and the def2-TZVPD basis.

XYZ file:
```
13
Properties=species:S:1:pos:R:3
C 0.53 -1.88 0.27
C 0.96 -0.48 0.20
C 0.14 0.55 -0.01
C 0.65 1.86 -0.05
N 0.85 3.03 -0.11
C -1.37 0.49 -0.27
O -2.04 -0.54 -0.29
O -1.85 1.73 -0.63
H -0.58 -1.95 0.04
H 1.29 -2.60 -0.24
H 0.54 -2.26 1.32
H 2.00 -0.29 0.34
H -1.12 2.36 -0.57
```

## Properties
LUMO level, eV: -0.51
Structure (SMILES): C/C=C(/C#N)C(=O)O
Energy relative to the best compared isomer or geometry (same formula, charge and spin), kcal per mole: 31.0
Spin multiplicity: 1
Energy, Eh: -398.7290

***

[3]
Below is a single C5H5NO2S molecule at a distorted geometry, with properties calculated with the ωB97M-V functional and the def2-TZVPD basis.

XYZ file:
```
14
Properties=species:S:1:pos:R:3
C -0.74 1.68 0.68
C -0.62 0.32 0.60
O -1.31 -0.70 1.15
O -2.28 -0.33 2.14
C 0.39 -0.13 -0.35
C 0.61 -1.48 -0.67
S 1.80 -1.63 -2.00
C 1.95 0.07 -1.88
N 1.24 0.73 -1.03
H -1.60 2.10 1.24
H 0.14 2.15 0.31
H -2.65 -1.11 2.52
H 0.40 -2.38 -0.21
H 2.67 0.72 -2.50
```

## Properties
LUMO level, eV: 0.62
Structure (SMILES): C=C(OO)c1cscn1
Energy relative to the best compared isomer or geometry (same formula, charge and spin), kcal per mole: 99.1
Spin multiplicity: 1
Energy, Eh: -796.7928

***

Question: Which of these has the lowest energy relative to the best compared isomer or geometry (same formula, charge and spin)?
Answer: number 2

***

Copy entry 3 word for word.
Below is a single C5H5NO2S molecule at a distorted geometry, with properties calculated with the ωB97M-V functional and the def2-TZVPD basis.

XYZ file:
```
14
Properties=species:S:1:pos:R:3
C -0.74 1.68 0.68
C -0.62 0.32 0.60
O -1.31 -0.70 1.15
O -2.28 -0.33 2.14
C 0.39 -0.13 -0.35
C 0.61 -1.48 -0.67
S 1.80 -1.63 -2.00
C 1.95 0.07 -1.88
N 1.24 0.73 -1.03
H -1.60 2.10 1.24
H 0.14 2.15 0.31
H -2.65 -1.11 2.52
H 0.40 -2.38 -0.21
H 2.67 0.72 -2.50
```

## Properties
LUMO level, eV: 0.62
Structure (SMILES): C=C(OO)c1cscn1
Energy relative to the best compared isomer or geometry (same formula, charge and spin), kcal per mole: 99.1
Spin multiplicity: 1
Energy, Eh: -796.7928

***

Question: What is the spin multiplicity in the first record?
Answer: 1

***

Copy entry 1 word for word.
Below is a 2-piece molecular cluster, C5H5NO2 overall at a distorted geometry, with properties calculated with the ωB97M-V functional and the def2-TZVPD basis.

XYZ file:
```
13
Properties=species:S:1:pos:R:3
C 0.24 2.34 0.32
C 0.33 1.16 0.18
N 0.40 -0.17 -0.01
C 1.42 -0.76 -0.84
C 1.41 -0.98 0.62
H 0.08 3.37 0.46
H 2.19 -0.12 -1.26
H 1.08 -1.54 -1.50
H 2.16 -0.50 1.23
H 1.05 -1.93 1.01
O -3.78 -1.29 0.39
C -3.45 -0.29 -0.07
O -3.12 0.70 -0.52
```

## Properties
LUMO level, eV: 0.71
Structure (SMILES): C#CN1CC1.O=C=O
Energy relative to the best compared isomer or geometry (same formula, charge and spin), kcal per mole: 67.8
Spin multiplicity: 1
Energy, Eh: -398.6705